(1)
DFT (the ωB97M-V functional and the def2-TZVPD basis) results for 2 unconnected molecules or ions with the total composition C2H6ClN3 in a non-equilibrium geometry.

Output
Kohn-Sham gap (alpha / beta) = 8.114 / 8.114 eV
HOMO (alpha / beta) = -7.71 / -7.70 eV
LUMO (alpha / beta) = 0.41 / 0.41 eV
total charge = 0

Geometry (Å):
C 0.2741 0.6461 0.2063
C -1.3702 0.3140 -1.5622
N -0.2287 0.8757 -0.8762
N 1.1577 1.0098 1.1302
N 0.2806 -1.6642 0.7955
Cl 1.3866 -1.6702 2.0852
H -2.3376 0.4644 -1.1868
H -1.1185 -0.7436 -1.6810
H -1.3526 0.9337 -2.3958
H 0.9632 1.5254 1.9603
H 1.6771 0.1820 1.6724
H 0.6683 -1.8733 -0.1478

Forces on the atoms, in the same order (eV/Å):
0.934 -1.195 0.470
2.215 -0.849 0.055
-0.167 0.693 2.884
1.199 -1.882 0.397
-1.615 1.595 -1.283
0.575 -0.509 -0.392
-1.016 0.106 1.605
-0.580 0.108 -0.580
-0.259 0.061 -2.454
-1.180 1.379 -0.158
-1.004 0.689 -1.809
0.899 -0.195 1.265

Löwdin atomic charge list, values in e, 5 entries: -0.20 -0.07 0.06 0.07 -0.57



(2)
DFT (the ωB97M-V functional and the def2-TZVPD basis) results for 2 unconnected molecules or ions with the total composition C24H52F5N3O2P2 in a non-equilibrium geometry.

Output
Kohn-Sham gap = 7.208 eV
SMILES = COCCCCCCCCCCCCPCCCC(F)(F)C(F)(F)F.CN(C)P(=O)(N(C)C)N(C)C
HOMO = -7.85 eV
LUMO = -0.64 eV
total charge = 0

Geometry (Å):
C 7.7958 -0.4609 0.8067
O 7.9704 0.9673 0.5208
C 7.3757 1.6684 1.6369
C 7.5649 3.2479 1.4582
C 7.2287 3.7602 -0.0419
C 6.1437 4.9278 0.0239
C 4.6241 4.4294 -0.0306
C 3.8075 4.6126 1.3344
C 2.3600 5.3248 1.1314
C 1.2922 4.3746 1.8305
C -0.1697 5.0092 1.9817
C -1.1419 3.7767 2.4053
C -2.4100 4.2445 3.2413
C -3.3119 3.0492 3.8392
P -2.6235 1.3104 3.5575
C -3.9058 0.1528 2.7835
C -3.2321 -0.4726 1.4432
C -3.8592 0.1723 0.1199
C -2.8092 0.8781 -0.8368
F -1.6277 1.2968 -0.2114
F -2.4056 0.0169 -1.8991
C -3.4953 2.1554 -1.5465
F -2.8452 2.5301 -2.7242
F -4.7807 1.7307 -1.9417
F -3.6588 3.2315 -0.6764
H 7.0450 -0.8386 0.0301
H 7.3029 -0.6175 1.8194
H 8.8044 -0.9806 0.7153
H 7.9528 1.3900 2.5902
H 6.2750 1.3974 1.8111
H 6.8643 3.7728 2.1769
H 8.6519 3.4708 1.7438
H 8.2157 4.2053 -0.4227
H 6.9765 2.9156 -0.7511
H 6.2420 5.5451 0.9866
H 6.4044 5.6574 -0.8226
H 4.5897 3.3207 -0.3198
H 4.0699 4.9753 -0.8719
H 3.6055 3.5577 1.7405
H 4.4516 5.1372 2.1046
H 2.3993 6.3196 1.6914
H 2.1862 5.4848 0.0204
H 1.6354 4.0828 2.8757
H 1.1596 3.4026 1.2422
H -0.4759 5.4375 0.9636
H -0.2626 5.7719 2.8167
H -0.4663 3.0720 3.0025
H -1.5035 3.3288 1.4304
H -3.1151 4.8697 2.5862
H -2.1257 4.9251 4.1183
H -3.3515 3.2010 4.9757
H -4.4052 3.1215 3.5000
H -2.3702 0.7362 4.8657
H -4.9052 0.6458 2.5761
H -4.0403 -0.7489 3.4796
H -2.1089 -0.3754 1.5350
H -3.4467 -1.5976 1.3835
H -4.3658 -0.6493 -0.4827
H -4.6118 0.9595 0.4441
C -3.7222 -3.4955 -2.8305
N -2.4332 -3.9481 -2.3597
C -1.4675 -2.8681 -2.1962
P -1.9600 -5.5241 -1.9012
O -1.7548 -5.1468 -0.4246
N -3.3320 -6.5235 -1.5922
C -4.6447 -6.3932 -2.2007
C -3.4907 -7.0515 -0.2383
N -2.0856 -6.0384 -3.5969
C -1.6066 -7.4363 -3.7484
C -1.3391 -5.2562 -4.5981
H -4.1158 -4.1261 -3.6298
H -3.6714 -2.4950 -3.2708
H -4.4508 -3.4501 -2.0132
H -0.7697 -2.8441 -3.0431
H -0.8734 -2.9880 -1.2852
H -1.9408 -1.8867 -2.1262
H -5.2302 -5.5934 -1.7367
H -5.2150 -7.3221 -2.0866
H -4.5968 -6.2275 -3.2772
H -3.8973 -6.2935 0.4413
H -2.5373 -7.4040 0.1572
H -4.1619 -7.9159 -0.2241
H -0.5423 -7.5199 -3.5053
H -1.7631 -7.7931 -4.7700
H -2.1499 -8.1237 -3.0989
H -0.2886 -5.1394 -4.3167
H -1.7734 -4.2678 -4.7508
H -1.3828 -5.7381 -5.5787

Forces on the atoms, in the same order (eV/Å):
-0.520 0.035 -0.917
-0.958 -0.869 1.887
0.511 1.408 0.792
-0.121 -1.085 -0.617
1.009 0.886 1.115
0.083 0.208 -0.406
-0.097 -0.078 -0.393
-0.266 -0.662 -0.566
1.022 -0.783 1.251
-0.849 0.696 -0.153
-0.275 -1.262 0.008
0.288 1.407 -0.212
-0.468 0.033 -0.152
-0.716 0.402 1.340
0.553 -0.034 -0.356
0.329 -1.284 -0.098
-0.675 -0.478 0.093
0.820 0.004 0.281
0.272 0.130 -0.485
-1.923 -0.590 -0.898
-0.786 1.727 1.812
-0.823 -0.260 -1.021
-1.138 -0.319 2.729
2.185 1.017 0.679
0.576 -2.040 -1.878
1.198 0.150 0.968
0.949 0.083 -1.153
-1.418 0.572 0.191
-0.889 0.196 -1.137
1.351 0.273 -0.554
0.931 -0.659 -0.653
-1.598 -0.100 -0.478
-1.472 -0.587 0.334
0.005 0.984 0.965
0.207 -0.948 -1.313
-0.739 -1.020 1.047
0.162 1.520 0.339
0.803 -0.665 1.172
0.324 1.519 -0.423
-0.859 -0.427 -0.878
-0.285 -1.164 -0.979
-0.061 -0.158 1.477
-0.197 0.391 -1.293
0.362 1.258 0.664
0.244 -0.360 1.586
0.480 -0.572 -1.208
-1.301 0.699 -0.909
0.543 -0.044 1.327
1.201 -0.786 0.751
-0.136 -0.979 -1.273
-0.061 -0.241 -1.567
1.598 -0.143 0.313
-0.850 0.511 -0.482
1.143 -0.665 0.295
-0.102 1.497 -0.796
-1.329 0.073 -0.362
0.251 1.605 0.233
0.548 1.348 0.628
0.865 -1.014 -0.650
-0.150 -0.399 -0.317
0.445 1.427 -0.566
0.376 -0.183 0.304
-7.752 2.709 1.226
3.772 -1.704 -1.214
-0.087 -0.775 0.320
0.033 -0.358 -0.662
0.354 0.109 0.181
3.305 -1.169 0.657
-0.313 -0.644 -0.093
-0.091 0.626 -0.238
-0.130 -0.150 0.086
0.287 -0.055 0.150
-0.177 -0.035 -0.077
0.112 0.192 -0.050
-0.060 -0.114 -0.029
-0.005 -0.558 -0.082
-0.046 0.049 0.009
0.130 0.009 0.155
0.160 0.193 0.122
0.054 -0.051 0.111
-0.100 0.235 0.035
-0.069 0.118 -0.301
0.018 -0.054 -0.241
0.050 0.225 0.019
-0.037 0.291 0.088
0.022 0.004 -0.208
-0.005 -0.033 0.350
0.002 -0.262 0.247

Löwdin atomic charge list, values in e, 5 entries: -0.11 -0.23 -0.26 -0.16 -0.19



(3)
DFT (the ωB97M-V functional and the def2-TZVPD basis) results for CH4N4S in the gas phase in a non-equilibrium geometry.

Output
Kohn-Sham gap (alpha / beta) = 8.120 / 8.161 eV
HOMO (alpha / beta) = -7.59 / -7.66 eV
LUMO (alpha / beta) = 0.53 / 0.50 eV
total charge = 0

Geometry (Å):
C -1.2973 -0.8081 1.2098
N -0.5927 0.9448 -0.2663
N 0.9397 -0.3282 -1.4691
N 0.4112 0.8354 -1.1214
N -1.4130 -0.0595 -0.0340
S -1.1532 -1.7739 -0.3020
H -0.4072 -0.7674 1.8294
H -2.1284 -0.9205 1.8604
H 1.7577 -0.1692 -2.0324
H 0.8295 1.7930 -1.3856

Forces on the atoms, in the same order (eV/Å):
0.636 -0.548 -0.378
2.948 3.118 -2.221
-0.712 1.543 0.149
-0.139 -0.997 1.506
-1.026 -1.634 0.837
-0.218 -0.649 0.619
0.448 0.393 -0.552
-1.193 0.119 -0.118
0.175 0.520 -0.506
-0.920 -1.864 0.664

Löwdin atomic charge list, values in e, 5 entries: -0.44 -0.07 -0.03 -0.16 -0.44



no.,molar mass (g/mol)
1,107.54
2,571.64
3,104.14